i | Below is 11 unconnected molecules or ions with the total composition C44H66O33, with properties calculated with wB97M-V/def2-TZVPD.

Each line ends with the Mulliken charge.
Positions of all 143 atoms, in Å:
O: 12.85368 20.78843 5.39861  -0.278
H: 5.49903 17.98552 9.16712  -0.497
O: 10.09655 12.88881 11.13361  -0.653
O: 9.81297 11.22519 8.19444  -0.322
H: 14.69077 20.07234 5.63150  0.150
H: 9.45107 20.77902 4.53139  0.167
O: 14.46628 15.71183 2.08515  -0.576
H: 8.16140 18.35864 2.39067  0.410
H: 8.12540 10.88121 7.25935  0.309
H: 8.86304 19.45499 9.08483  -1.134
C: 8.82831 18.60382 6.47861  0.117
O: 8.94008 20.78221 10.90991  -0.381
C: 8.08554 17.88443 3.36917  -1.416
C: 9.84655 21.79680 10.87278  0.530
H: 15.21778 21.30546 8.48057  0.247
C: 8.07525 13.23066 5.70814  -1.368
H: 15.24297 18.93505 9.30895  0.025
C: 14.26949 22.03966 6.84658  0.406
C: 8.46077 16.81684 13.23413  0.323
H: 5.33585 16.84330 14.19064  0.431
H: 9.87297 21.12938 7.96463  0.105
O: 12.09166 13.56350 12.21078  -0.226
H: 6.76358 17.22541 10.89071  -0.678
H: 13.15319 13.24821 14.03913  0.268
O: 12.61337 19.42946 9.35374  -0.293
H: 6.64019 20.27678 8.68258  0.328
H: 10.90619 16.59094 7.59153  -0.006
H: 13.51977 19.97341 6.95420  -0.391
H: 14.55354 22.97089 8.78001  0.415
H: 11.89147 20.29914 13.41300  0.082
O: 13.46804 18.99264 15.21903  -0.160
O: 15.50102 14.13093 10.09087  -0.586
C: 4.70386 17.31816 9.49945  0.627
H: 15.85653 19.57123 10.80712  0.558
H: 17.81393 17.37194 4.53948  0.371
O: 3.49703 17.72637 8.79097  -0.486
H: 16.23317 14.98198 5.59763  0.298
H: 18.57482 15.71696 4.54818  0.351
H: 15.66646 17.90641 5.28716  -0.122
C: 11.82263 20.46053 14.48879  -1.071
C: 15.28034 16.89018 5.20788  0.274
H: 14.00529 20.85579 14.45234  0.326
O: 12.01453 11.32523 7.47041  -0.559
O: 16.17112 15.44425 3.55858  -0.380
H: 14.39553 18.68117 10.78183  0.043
H: 6.10194 14.55730 7.96822  0.154
H: 15.06821 22.43974 6.22201  0.363
H: 7.15277 13.43827 6.25040  0.334
C: 6.19756 15.51198 8.48547  -0.889
O: 8.49024 18.06340 7.52292  -0.038
H: 13.40201 15.68219 14.37046  0.409
C: 13.24144 20.38376 15.07026  0.322
H: 6.42851 15.15149 12.08637  0.193
O: 3.97167 15.83440 7.79579  -0.425
C: 13.36331 20.91797 16.50129  -0.412
C: 11.10409 13.73707 14.30441  -0.571
C: 13.40027 18.67118 16.47872  0.549
O: 9.54966 16.91788 13.80897  -0.626
H: 7.79066 20.35538 4.21957  0.284
H: 13.47687 21.58476 8.73867  0.102
H: 9.23204 13.79745 7.49098  -0.241
H: 14.63856 16.77277 6.08106  -0.102
O: 7.63208 15.84416 13.41921  -0.279
C: 15.89459 15.22534 10.51552  0.573
C: 10.74563 13.35537 12.12341  0.594
H: 8.35290 21.88743 8.01691  0.273
C: 14.39244 21.99805 8.31554  -1.004
O: 8.50132 19.76944 6.13065  -0.311
H: 4.40265 17.49854 10.53136  0.080
C: 12.36053 21.96847 5.50224  0.587
C: 3.17123 16.89265 7.76822  0.544
C: 4.83887 15.89930 8.98480  0.750
H: 10.13490 18.73412 3.70640  0.419
H: 8.00713 12.39458 5.01213  0.384
H: 6.56487 21.33909 10.08291  0.424
O: 12.40379 17.32090 8.71182  0.087
H: 11.64745 21.53632 14.49827  0.383
O: 9.84727 22.25362 9.65041  -0.384
C: 9.12242 21.48039 8.67285  -0.257
H: 17.29300 17.56488 10.07480  0.372
C: 9.03079 12.96297 6.81923  1.285
H: 13.81766 15.57513 12.73117  -0.400
H: 5.94933 18.06348 12.01374  0.470
O: 13.11370 22.77109 6.45969  -0.367
C: 13.94251 20.63053 6.19421  0.386
H: 12.49707 21.46468 16.87389  0.266
C: 12.43178 13.90297 13.55030  0.493
H: 11.05102 19.89701 15.01337  0.372
O: 9.38743 17.94192 5.45884  -0.278
H: 10.90015 14.44809 15.10501  0.310
H: 17.24827 17.39714 12.28439  0.384
C: 6.53682 16.05519 12.68612  0.370
C: 16.37169 15.80904 4.90129  0.636
H: 8.32633 16.83361 3.20825  0.357
C: 5.24975 16.01180 13.49114  -1.647
C: 14.93507 15.82714 3.19516  0.534
C: 10.45033 16.79373 9.58066  1.054
H: 12.48191 14.87622 9.74001  0.000
C: 16.34792 16.90225 11.92032  -0.502
C: 10.84363 11.68725 7.36406  0.601
H: 7.95123 11.92957 8.56239  0.284
C: 16.29132 17.42846 10.48238  0.332
H: 12.20842 15.98641 13.12204  0.149
H: 14.27477 21.50303 16.62396  0.282
O: 11.37925 22.26451 4.83188  -0.644
H: 11.00617 12.76142 14.78046  0.315
H: 12.95579 14.73505 8.08754  0.462
C: 8.69558 20.01743 4.72455  -0.295
O: 8.01122 17.84453 12.50357  -0.207
C: 12.11851 15.02359 8.72300  -0.421
H: 5.14607 14.99504 13.87002  0.387
O: 16.45503 15.49474 11.71901  -0.403
H: 15.44630 17.08158 12.50600  0.269
H: 11.48164 14.15570 8.55192  -0.562
O: 10.75337 18.08059 9.91590  0.011
O: 2.23960 17.21038 7.08283  -0.553
C: 15.40016 18.68860 10.35902  -0.953
C: 8.62147 11.73239 7.72573  -0.529
H: 10.66170 16.38849 10.57020  -0.052
C: 7.01444 20.42478 9.69556  -1.397
C: 11.40231 16.36260 8.53483  0.620
H: 6.91575 15.40895 9.29891  0.267
C: 17.83871 16.38332 4.99785  -1.315
H: 9.41787 16.80089 9.23127  -0.547
C: 13.01398 15.31539 13.42019  -0.427
O: 10.15968 13.68751 13.20807  -0.279
C: 11.97592 18.40856 9.39437  -0.439
C: 8.57524 20.38777 9.56979  2.647
H: 6.70139 16.23163 7.84021  0.138
H: 6.64685 19.67455 10.39566  -0.029
O: 10.27289 12.43575 6.36998  -0.386
O: 10.52672 22.33635 11.75990  -0.620
O: 13.63062 17.59292 16.92568  -0.548
H: 7.15288 17.89244 3.93326  0.347
O: 13.37197 19.80472 17.24638  -0.386
C: 9.18056 18.64994 4.22626  0.224
H: 4.43279 16.27234 12.81824  0.380
H: 4.53634 15.20266 9.76663  0.185
O: 15.61882 16.33653 9.92857  -0.061
C: 6.77555 17.35369 11.97307  0.869
H: 17.99478 16.61462 6.05153  0.306
O: 14.41379 16.64194 4.11627  -0.249
H: 8.41289 14.13511 5.20212  0.288

The structure (SMILES) is C[C@H]1COC(=O)O1.C[C@H]1COC(=O)O1.C[C@H]1COC(=O)O1.C[C@H]1COC(=O)O1.C[C@H]1COC(=O)O1.C[C@H]1COC(=O)O1.C[C@H]1COC(=O)O1.C[C@H]1COC(=O)O1.C[C@H]1COC(=O)O1.C[C@H]1COC(=O)O1.C[C@H]1COC(=O)O1. For the HOMO energy, the calculation gives -0.3870 Ha. For the LUMO energy, the calculation gives 0.0035 Eh. Its HOMO-LUMO gap is 10.63 eV.

***

ii | Below is 11 unconnected molecules or ions with the total composition C44H66O33, with properties calculated with wB97M-V/def2-TZVPD.

Each line ends with the Mulliken charge.
Positions of all 143 atoms, in Å:
C: -1.59474 -0.75282 2.03663  0.854
H: 1.63945 5.15328 5.56601  0.317
C: 4.23498 2.62242 1.72559  1.774
H: -0.79903 5.91023 -2.28106  0.386
C: -6.96727 -2.18652 0.08964  0.479
H: 4.72688 3.93450 -4.58873  0.413
H: -2.03840 0.11420 -4.75824  0.225
H: -2.58923 -1.56823 -5.04764  0.338
O: 3.68111 1.52702 -1.96396  -0.456
C: 4.33582 3.98231 2.38924  -0.505
O: -3.36429 2.20872 -6.11321  -0.358
H: 2.36310 -8.15368 1.01938  0.364
H: 1.21082 0.76848 -1.46720  -0.406
C: 2.94532 4.17850 0.59190  0.111
H: 2.33949 3.35209 -4.96402  0.455
H: -4.41909 -2.15731 3.68249  0.453
C: 0.16976 -5.69127 -2.35150  0.649
C: -5.74590 -1.19317 -1.54083  1.754
C: -2.02977 -5.32156 -2.64893  -0.017
C: 1.67601 -7.59614 1.65402  -1.307
H: -1.19592 3.97197 5.48720  0.361
H: 2.73855 5.35960 -2.82358  0.397
C: -2.30007 -4.93838 -0.06465  -0.518
H: -2.13954 -6.84138 -1.13608  0.271
H: 3.86609 5.31980 -5.30193  0.378
C: -0.77220 5.31820 -1.37091  -1.558
O: 0.92316 -3.03188 1.19476  -0.179
C: 1.03819 -0.07406 -0.84678  0.470
O: -6.03704 -2.43170 -0.78716  -0.421
H: 0.18675 6.18234 5.64497  0.378
O: 0.61643 3.39704 2.99623  0.554
C: -1.12318 3.02511 -0.28964  0.870
C: 3.20748 2.48742 -2.40252  0.522
C: -3.98198 0.05105 -5.53929  0.277
O: -1.96970 -1.71038 -1.20787  -0.516
C: 2.19417 -6.18160 1.70782  0.704
C: -4.23481 1.54505 -5.20198  0.294
C: 4.71380 -3.38598 2.81169  0.577
H: 5.92704 2.83788 0.37745  0.439
H: 2.79827 0.34078 0.33595  -0.063
H: 1.27102 0.69975 1.26681  -0.307
H: -3.91287 1.85547 -4.23617  -0.244
H: 1.09232 4.13027 -4.04483  0.370
H: -1.34349 3.75204 0.51870  -0.301
H: 1.77236 -0.95261 0.94983  -0.443
O: 3.77913 3.66587 -2.41461  -0.283
C: -0.82028 -1.32965 -1.28966  -0.146
C: -0.87540 3.85898 -1.58336  2.102
C: 5.55824 2.14611 1.13881  -1.723
C: -3.61290 -2.14248 3.00051  -1.373
O: 2.14637 4.61187 -0.21091  -0.358
H: -2.22388 -4.20767 -2.74911  -0.124
H: 2.48226 -6.22512 -0.49566  0.413
H: 0.04600 3.54497 -2.13914  -1.198
O: 0.50075 2.88754 5.16732  -0.419
C: 0.62584 5.20247 5.88404  -1.411
H: 3.75073 1.91556 2.37184  -0.999
H: 3.56702 0.19596 4.87851  0.558
O: 1.84780 1.69010 3.78005  -0.159
H: -4.05149 -1.98327 2.02127  0.115
O: -3.55042 0.09557 -6.87311  -0.434
O: -2.04259 1.47270 -7.83531  -0.567
H: -2.24206 -0.80902 1.13982  -0.611
C: 2.05212 3.64465 -3.95929  -0.688
H: 5.37599 4.33398 2.24277  0.351
O: -2.26552 2.14369 3.61282  -0.567
O: 5.79580 -2.63921 2.84133  -0.380
H: 0.14995 5.70014 -0.80361  0.192
O: -3.78294 2.03342 -2.10511  -0.592
C: 1.50693 -4.08644 1.10898  0.457
H: -5.50391 0.14861 0.21742  0.165
H: -3.39161 -5.12652 0.12969  0.471
H: 0.71308 -7.49752 1.10437  0.209
C: 3.94975 -1.31647 3.45298  1.960
H: -1.18148 4.40712 3.10012  0.198
H: -1.85994 -1.60430 4.07651  0.199
H: 0.52245 5.02172 6.95578  0.386
O: 3.44309 4.84587 1.66175  -0.408
O: 0.18016 -1.90235 -2.01435  -0.387
O: 4.62762 -4.53472 2.53939  -0.532
H: -1.76173 -5.13711 0.96688  0.109
O: -7.40609 -0.82540 0.09197  -0.420
O: 1.10201 -5.18018 1.78533  -0.461
C: -2.77788 2.56784 -1.71756  0.203
C: -2.88108 -0.54669 -4.66373  -0.651
C: 3.30059 -0.81424 4.74012  -1.849
O: 3.38600 2.91488 0.60889  0.492
H: -6.11898 -0.29654 -3.38163  0.118
H: -4.66412 -1.04716 -1.59371  -0.674
O: -0.76903 -5.61681 -3.26325  -0.403
C: 4.17953 4.82718 -4.36645  -1.639
H: -0.62826 -1.28656 1.91843  -0.511
H: 2.01564 -1.98629 -1.03568  -0.099
H: -6.64303 0.79165 -1.04645  0.278
O: -0.35269 -5.74707 -1.10908  -0.182
H: -4.85447 -0.58579 -5.56324  0.378
H: -0.22516 2.48976 0.09222  -0.361
H: -5.27253 1.86778 -5.26690  0.269
O: -2.09181 3.57180 -2.30077  -0.419
C: -6.48492 -1.17557 -2.82304  -1.225
H: 2.88135 -5.97583 2.56436  0.296
C: -6.26682 -0.13795 -0.53314  -0.231
H: 3.65584 -1.36906 5.61921  0.401
H: -1.58372 5.58226 -0.69382  0.481
H: 4.01583 4.02815 3.45935  0.254
H: 6.05355 -0.64130 2.93209  0.209
C: 5.46737 -1.36327 3.46184  -0.115
H: -3.30922 -3.15362 3.09911  0.426
C: -2.43161 -1.18007 3.25206  0.683
H: 1.55614 -8.05458 2.61176  0.374
C: 2.87919 -5.79593 0.40675  -0.931
C: 1.40463 -1.32799 -1.64781  -0.336
H: -6.26117 -2.00254 -3.44220  0.405
C: 3.10762 4.52367 -3.37089  0.412
H: 5.37083 1.24577 0.52752  0.303
O: 2.00616 2.53255 -3.05408  -0.250
C: 1.74581 0.05991 0.53756  0.714
H: 0.25590 5.44880 3.31584  0.370
C: -2.15124 1.01986 3.30759  0.121
H: -3.17522 -0.52337 -3.62857  -0.055
H: -2.20354 -3.87359 -0.24530  -0.272
C: -0.17786 4.46458 3.53587  -0.552
C: -0.16635 4.12980 5.06438  0.225
H: 2.20128 -0.70617 4.59971  0.253
O: 3.59563 -2.65860 3.15102  -0.395
H: -2.80985 -5.82847 -3.22533  0.327
H: 6.33765 1.90741 1.79665  0.456
O: -2.92508 0.03590 3.77156  -0.432
H: 1.98166 -1.10848 -2.47963  0.702
C: -2.88376 1.26923 -6.98230  0.589
C: 1.02343 2.54926 3.94563  -0.152
O: -1.29548 0.63344 2.30082  0.492
H: 4.90596 5.54683 -4.00343  0.375
O: -2.14351 2.12860 -0.54633  -0.072
O: 2.52524 -4.36249 0.26046  -0.297
H: 5.76904 -1.49704 4.56543  0.236
H: 4.00120 -5.89630 0.40231  0.287
H: -7.59313 -1.10524 -2.66773  0.343
O: -7.44701 -2.97625 0.81459  -0.533
H: 3.53650 -0.72567 2.66507  -0.942
O: 1.35838 -5.64404 -2.65620  -0.619
O: -0.43317 -0.20424 -0.68834  0.867
C: -1.75697 -5.79837 -1.19618  0.382

The structure (SMILES) is C[C@H]1COC(=O)O1.C[C@H]1COC(=O)O1.C[C@H]1COC(=O)O1.C[C@H]1COC(=O)O1.C[C@H]1COC(=O)O1.C[C@H]1COC(=O)O1.C[C@H]1COC(=O)O1.C[C@H]1COC(=O)O1.C[C@H]1COC(=O)O1.C[C@H]1COC(=O)O1.C[C@H]1COC(=O)O1. For the HOMO energy, the calculation gives -0.3867 Ha. For the LUMO energy, the calculation gives 0.0083 Eh. Its HOMO-LUMO gap is 10.75 eV.

***

Least stable of them? i.